--- one ---
Molecular formula: C20H22N2O4
Method: DFT, the ωB97M-V functional and the def2-TZVPD basis

HOMO level = -8.57 eV
HOMO-LUMO gap = 8.943 eV

Geometry as XYZ:
```
48
C20H22N2O4 the ωB97M-V functional and the def2-TZVPD basis
O -3.21911 -3.90089 -1.13137
O -0.02834 -4.35492 1.96479
O -1.45331 1.32340 -2.50868
O 3.10738 6.57432 0.20987
N -2.11871 -4.19571 0.85588
N 0.78804 1.26752 -2.22898
C 4.37363 7.14977 0.00003
C -3.02816 -5.63840 3.75695
C -0.47296 0.85032 -1.97187
C 2.69385 5.58441 -0.62779
C -1.57594 -2.31182 -0.29631
C 0.90489 4.06738 -1.16945
C 0.09770 -1.29360 1.11302
C -1.47966 -1.29139 -1.22128
C 1.64587 3.54359 -2.22614
C 3.43761 5.06662 -1.68129
C -2.75650 -5.43658 1.22980
C -0.80057 -2.30890 0.86100
C -0.56065 -0.27171 -0.98320
C 2.91145 4.05143 -2.46456
C 1.41846 5.07065 -0.37940
C -3.70093 -5.29456 2.43218
C -1.12355 -3.53508 1.67775
C 1.07381 2.42357 -3.05447
C -2.42498 -3.53099 -0.29715
C 0.21362 -0.27627 0.17557
H 0.11793 2.71968 -3.49700
H -1.53937 -3.26494 2.65864
H 4.42491 5.43995 -1.90316
H 0.89476 0.54049 0.36983
H -0.08516 3.68132 -0.97570
H -2.09558 -1.27657 -2.10655
H -3.31458 -5.74729 0.34323
H -4.08604 -4.27302 2.45702
H -2.13107 -5.04544 3.91351
H -4.55286 -5.96079 2.28816
H -1.98620 -6.18314 1.44887
H 4.48064 7.91431 0.76785
H -3.70994 -5.45855 4.58510
H 1.76738 2.14253 -3.85323
H 4.44446 7.61729 -0.98737
H 3.50258 3.65852 -3.27976
H 1.56244 0.84790 -1.74021
H 0.69275 -1.28966 2.01351
H 0.40741 -4.60231 1.13982
H -2.74348 -6.68828 3.77161
H 0.85111 5.48393 0.43929
H 5.17501 6.41192 0.11164
```

***

--- two ---
Molecular formula: C20H22N2O4
Method: DFT, the ωB97M-V functional and the def2-TZVPD basis

HOMO level = -8.57 eV
HOMO-LUMO gap = 9.069 eV

Geometry as XYZ:
```
48
C20H22N2O4 the ωB97M-V functional and the def2-TZVPD basis
O 3.73548 1.87956 -0.19914
O -0.58399 -0.39631 0.68156
O -1.77937 -2.91658 0.38999
O -0.68998 -2.10071 -1.37700
N 1.65000 1.01281 0.16679
N -2.21033 0.29631 -0.67976
C -0.57539 1.90372 0.03540
C 5.36004 -1.93222 0.54966
C -5.19151 -0.54405 -0.35817
C -1.59610 -2.03045 -0.58570
C -3.95007 -1.25620 0.19610
C 3.00203 0.92862 -0.01683
C -0.93101 4.28661 -0.09806
C 3.51330 -0.47169 0.04103
C -2.76181 -1.04194 -0.76338
C 3.31629 -2.83794 -0.31936
C 4.60685 -3.02354 0.14841
C 4.81869 -0.66253 0.48710
C 0.44166 4.48720 -0.10136
C 2.76350 -1.57043 -0.37364
C -1.43008 3.00078 -0.03835
C -1.11311 0.52646 0.06253
C -6.46609 -0.89694 0.39979
C 0.81947 2.11344 0.07061
C 1.30893 3.41749 -0.01809
C -3.61767 -0.78755 1.61083
H -5.32328 -0.82401 -1.40689
H -3.55544 0.29830 1.65436
H -2.66660 -1.20080 1.93087
H 2.73508 -3.68536 -0.65192
H 2.37507 3.57130 -0.01512
H -2.50004 2.84694 -0.01606
H -6.61285 -1.97443 0.41530
H -6.42477 -0.53908 1.42448
H -7.32720 -0.44088 -0.08329
H -4.38324 -1.11732 2.30682
H 1.15510 0.14785 0.37744
H 6.37001 -2.07182 0.90586
H -2.62458 1.03031 -1.22922
H 1.76437 -1.45446 -0.76887
H 0.83891 5.48937 -0.15840
H 5.02842 -4.01726 0.19135
H -5.03923 0.53730 -0.31842
H -1.60627 5.12728 -0.14288
H -3.10355 -1.19249 -1.79627
H 5.39315 0.20231 0.78371
H -1.00799 -3.50120 0.44986
H -4.14865 -2.33168 0.22044
```

***

Unit: hartree. Relative energies: one 0.0379; two 0.0000.

***

--- one ---
Molecular formula: C4H8FNS
Method: DFT, the ωB97M-V functional and the def2-TZVPD basis

HOMO level = -8.23 eV
HOMO-LUMO gap = 8.549 eV

Geometry as XYZ:
```
15
C4H8FNS the ωB97M-V functional and the def2-TZVPD basis
S 1.97940 -0.36861 -0.27091
F -2.09468 -0.60598 -0.59384
N 0.13950 1.99458 0.40828
C -0.95333 -0.30192 -0.07743
C -0.80228 1.22851 -0.40754
C -0.47244 -0.98203 1.20967
C 0.20235 -1.21671 -0.04751
H -0.24730 -0.05632 1.97867
H -1.21516 -1.74523 1.51963
H 0.30088 -2.22607 -0.27908
H 0.96654 2.81254 -0.09546
H 1.14709 0.97649 -0.00130
H -1.73876 1.56700 -0.06811
H -0.30865 2.61112 1.27425
H -0.54532 1.08286 -1.57066
```

***

--- two ---
Molecular formula: C4H8FNS
Method: DFT, the ωB97M-V functional and the def2-TZVPD basis

HOMO level = -9.19 eV
HOMO-LUMO gap = 9.824 eV

Geometry as XYZ:
```
15
C4H8FNS the ωB97M-V functional and the def2-TZVPD basis
S -1.91926 0.47326 -0.44271
F 1.62199 1.08442 -0.47972
N 0.01274 -1.59659 0.39574
C 0.86850 -1.21426 -0.77735
C 0.33306 -0.36062 1.06019
C 1.52105 -0.12323 0.09420
C -0.46295 0.91958 0.90380
H -0.80028 -1.72259 -0.09953
H -0.99616 1.41521 2.21580
H 2.46135 -0.58557 0.30832
H -1.23758 1.36088 -1.36206
H 0.28410 1.87453 0.32901
H 0.53621 -1.08424 -1.77591
H 1.53961 -2.11834 -0.82903
H 0.67585 -0.62450 2.15904
```

***

Unit: hartree. Relative energies: one 0.0000; two 0.0142.

***

--- one ---
Molecular formula: C5H14NO3
Method: DFT, the ωB97M-V functional and the def2-TZVPD basis

net charge = +1
HOMO level = -13.26 eV
HOMO-LUMO gap = 6.133 eV

Geometry as XYZ:
```
23
C5H14NO3 the ωB97M-V functional and the def2-TZVPD basis
O 2.82259 -1.29477 2.22548
O 0.95195 0.31642 -0.29224
O -1.23847 0.09958 -0.52244
N -0.21102 0.92998 -0.38463
C -3.48917 2.14948 -1.00090
C -3.51160 2.41899 -2.24482
C -1.22932 -1.30170 -0.31942
C 2.73250 -2.67977 2.22844
C 2.00957 1.19841 -0.24062
H -0.50341 -1.77519 -0.98590
H 3.71231 -1.13101 1.93557
H 1.65348 -2.98578 2.15347
H -2.54418 1.98157 -0.46512
H -4.31336 2.06928 -0.32155
H -2.26996 -1.69500 -0.56019
H 2.46369 1.05772 0.66727
H -0.84185 -1.65128 0.70313
H 1.68974 2.21360 -0.23112
H 2.67201 1.06851 -1.17284
H 3.08300 -3.13156 3.19263
H 3.32641 -3.03930 1.36157
H -2.57042 2.49161 -2.79106
H -4.39447 2.69022 -2.93471
```

***

--- two ---
Molecular formula: C5H14NO3
Method: DFT, the ωB97M-V functional and the def2-TZVPD basis

net charge = +1
HOMO level = -13.01 eV
HOMO-LUMO gap = 6.786 eV

Geometry as XYZ:
```
23
C5H14NO3 the ωB97M-V functional and the def2-TZVPD basis
O 1.13389 1.71044 -0.05841
O 3.22368 1.11590 -0.36544
O -2.57602 0.39394 0.01851
N 2.13442 1.47225 -0.85054
C 3.54757 1.10241 1.03870
C -3.81139 1.11068 -0.00828
C 1.44737 -2.58532 -0.31147
C 1.19251 -3.87881 -0.46087
C -0.09169 2.02556 -0.80688
H -3.70548 1.74775 0.96426
H 3.24104 0.08114 1.62220
H -0.56302 1.04191 -0.66113
H -2.79852 -0.21416 -0.72395
H 1.27035 -4.52716 0.31768
H 1.78574 -2.09653 0.66039
H 1.22370 -1.77938 -1.12658
H 4.56684 1.13305 0.97692
H -0.48869 2.94282 -0.37019
H -4.00146 1.73697 -0.85765
H -4.57778 0.27894 0.03729
H 0.04317 2.44830 -1.87154
H 0.74345 -4.23622 -1.29731
H 2.93482 1.72187 1.69424
```

***

--- three ---
Molecular formula: C5H14NO3
Method: DFT, the ωB97M-V functional and the def2-TZVPD basis

net charge = +1
HOMO level = -14.26 eV
HOMO-LUMO gap = 11.541 eV

Geometry as XYZ:
```
23
C5H14NO3 the ωB97M-V functional and the def2-TZVPD basis
O -0.94036 -1.05511 0.17799
O 0.49239 0.55143 2.10208
O -0.54143 1.15990 -0.41030
N 1.13072 -0.28505 -0.36957
C -2.19267 -1.34653 -0.48011
C 1.73559 -1.62795 -0.34654
C -1.83400 1.60972 -0.05717
C 2.13215 0.80691 -0.49189
C -0.16398 -0.03529 -0.23720
H 2.86852 0.60761 0.26259
H 1.53528 -2.06601 -1.31623
H -2.41571 0.86200 0.57129
H 0.10966 0.71008 2.91766
H 1.23963 1.21443 2.03597
H -2.33116 1.78099 -1.02678
H -1.84144 2.67898 0.42346
H -2.04727 -1.00877 -1.49882
H 2.79954 -1.47792 -0.27028
H 1.33860 -2.13314 0.44168
H 2.63433 0.62889 -1.46534
H -3.04494 -1.00209 -0.03868
H -2.21052 -2.36185 -0.64634
H 1.54708 1.78876 -0.27745
```

***

Unit: hartree. Relative energies: one 0.2200; two 0.2419; three 0.0000.

***

--- one ---
Molecular formula: C5H16O2
Method: DFT, the ωB97M-V functional and the def2-TZVPD basis

HOMO level = -10.55 eV
HOMO-LUMO gap = 11.099 eV

Geometry as XYZ:
```
23
C5H16O2 the ωB97M-V functional and the def2-TZVPD basis
O 4.42405 1.55107 -0.41345
O 1.54322 -0.83217 -1.74672
C -1.89433 -0.08417 -1.22476
C -1.72355 -0.44727 1.28270
C 0.72174 0.23358 1.15493
C -2.15691 0.48813 0.22849
C -0.24397 -0.93590 1.12045
H 3.83547 0.72859 -0.29329
H 3.90802 2.37088 -0.41452
H -2.34525 -1.37595 1.39733
H -1.72646 0.09034 2.27316
H 1.67964 -0.22392 1.32968
H 1.10319 -1.57267 -2.13251
H -2.22722 -1.16321 -1.32396
H -0.78466 -0.10703 -1.32102
H 1.38759 -0.13779 -2.35237
H 0.10379 -1.63932 1.92373
H -2.15393 0.41784 -2.16110
H -0.21738 -1.54019 0.14766
H -3.23932 0.89674 0.44066
H 0.70667 1.11796 1.87010
H 0.79545 0.70059 0.06727
H -1.49587 1.46389 0.14754
```

***

--- two ---
Molecular formula: C5H16O2
Method: DFT, the ωB97M-V functional and the def2-TZVPD basis

HOMO level = -10.92 eV
HOMO-LUMO gap = 11.527 eV

Geometry as XYZ:
```
23
C5H16O2 the ωB97M-V functional and the def2-TZVPD basis
O 0.84885 2.91706 1.79013
O 3.41098 -2.49393 -0.52404
C 0.67812 -0.63851 -1.59805
C -2.02473 -0.29277 -0.07594
C 0.51784 -0.36497 -0.09406
C -2.14268 1.22612 -0.00061
C -0.76338 -0.89040 0.52177
H 0.66582 -1.72969 -1.74655
H 1.63524 -0.30388 -1.96478
H -0.80011 -1.95849 0.33346
H -2.99330 1.54003 -0.59964
H 2.53399 -2.54525 -0.11812
H -2.90289 -0.67888 0.41914
H -2.34709 1.49994 1.03348
H 0.44299 3.53081 2.41018
H -0.74825 -0.83773 1.60229
H -1.26448 1.81050 -0.28003
H 1.67381 2.69288 2.23084
H 1.45759 -0.67854 0.33937
H -0.11719 -0.26082 -2.22713
H 0.59119 0.72032 0.06364
H 3.74275 -1.59998 -0.41036
H -2.09509 -0.66383 -1.10500
```

***

Unit: hartree. Relative energies: one 0.0413; two 0.0000.

***

--- one ---
Molecular formula: C3H10N2S2
Method: DFT, the ωB97M-V functional and the def2-TZVPD basis

HOMO level = -8.39 eV
HOMO-LUMO gap = 9.089 eV

Geometry as XYZ:
```
17
C3H10N2S2 the ωB97M-V functional and the def2-TZVPD basis
S 1.68370 -2.14257 -1.01003
S -0.08430 -3.23176 -1.42022
N -0.90809 1.59826 1.40572
N -0.82514 -0.87599 0.27572
C -0.01751 1.50459 0.22551
C 1.05906 -0.43041 -1.12184
C 0.36974 0.02573 0.13216
H -1.50110 -0.40913 -0.24971
H -0.63009 1.77539 -0.76201
H -1.50683 2.34439 1.14900
H -0.42381 1.94732 2.21586
H -1.12588 -0.87687 1.21645
H 0.42365 -0.21058 -2.08921
H 0.83084 2.27383 0.42124
H 1.96761 0.36545 -1.28510
H -0.31626 -3.49616 -0.06665
H 1.00441 -0.16152 0.96311
```

***

--- two ---
Molecular formula: C3H10N2S2
Method: DFT, the ωB97M-V functional and the def2-TZVPD basis

HOMO level = -8.76 eV
HOMO-LUMO gap = 9.589 eV

Geometry as XYZ:
```
17
C3H10N2S2 the ωB97M-V functional and the def2-TZVPD basis
S -0.53746 -0.75066 2.91820
S 2.13702 -0.54953 1.55549
N -0.45648 1.29949 -2.98482
N 0.34650 1.61552 -1.80761
C -0.07380 2.58516 -1.06896
C -0.18430 -1.24954 0.16556
C 0.27082 -0.41631 1.35801
H 0.15019 0.86967 -3.71426
H 0.54504 2.88958 -0.21873
H -1.04951 2.93394 -1.13241
H 0.61170 -2.03203 -0.20670
H -1.07416 2.01805 -3.30583
H 2.38168 0.22970 0.46002
H -0.25534 -0.40096 -0.59911
H -1.25902 -1.73963 0.19705
H 0.15328 0.69603 1.33727
H -1.06997 -1.89956 2.64634
```

***

Unit: hartree. Relative energies: one 0.0000; two 0.0539.

***

--- one ---
Molecular formula: C4H7OP
Method: DFT, the ωB97M-V functional and the def2-TZVPD basis

HOMO level (alpha / beta) = -8.29 / -8.28 eV
HOMO-LUMO gap (alpha / beta) = 7.374 / 7.371 eV

Geometry as XYZ:
```
13
C4H7OP the ωB97M-V functional and the def2-TZVPD basis
P -2.23994 0.51205 -0.14491
O -3.63409 -0.13200 0.05870
C 1.10260 0.80130 0.67964
C 1.47117 0.31012 -0.65633
C 0.52222 -0.61353 0.17858
C -0.90407 -0.65718 0.10616
H 1.75709 0.45074 1.44557
H 2.36794 -0.31127 -0.82038
H 1.06687 -1.41805 0.67601
H 1.11529 0.85731 -1.51227
H 0.42019 1.61908 0.82775
H -1.25371 -1.65474 0.58300
H -1.79154 0.23618 -1.42151
```

***

--- two ---
Molecular formula: C4H7OP
Method: DFT, the ωB97M-V functional and the def2-TZVPD basis

HOMO level = -9.90 eV
HOMO-LUMO gap = 10.861 eV

Geometry as XYZ:
```
13
C4H7OP the ωB97M-V functional and the def2-TZVPD basis
P -1.24752 0.01186 -0.34623
O -2.68868 0.01573 0.05664
C 1.18030 -0.63390 -0.05436
C -0.18736 -1.27695 0.23249
C -0.12306 1.32210 0.24587
C 1.19331 0.70758 -0.06097
H -0.23058 1.19120 1.30355
H -0.40563 -2.19008 -0.36086
H -0.37941 -1.47002 1.28639
H -0.19904 2.34681 -0.10407
H -0.88705 -0.17029 -1.75016
H 1.95043 1.39889 -0.21730
H 2.02430 -1.25293 -0.23099
```

***

Unit: hartree. Relative energies: one 0.1306; two 0.0000.